75
Properties=species:S:1:pos:R:3 method="wB97M-V/def2-TZVPD" multiplicity=4 de_lowest_kcal_mol=0.00 orbital_gap_ev="6.1 / 5.9" s_squared=3.817
O 3.839 -4.860 3.338
H 4.743 -4.892 3.701
V 0.987 -0.869 1.493
N -0.967 -0.653 2.098
N 0.395 -2.760 1.442
N 1.474 1.085 1.378
N 2.881 -0.971 1.003
O -1.461 0.484 2.385
O 0.556 2.169 1.537
O 3.637 -2.161 0.815
O 1.173 -3.643 0.937
C -0.898 -2.944 1.646
C -1.654 -1.762 1.949
C 2.656 1.332 0.814
C 3.433 0.177 0.579
C -3.123 -1.697 2.163
H -3.575 -0.991 1.460
H -3.340 -1.350 3.182
H -3.622 -2.658 2.024
C -1.444 -4.315 1.467
H -0.910 -5.017 2.126
H -1.293 -4.661 0.432
H -2.508 -4.396 1.693
C 3.101 2.696 0.485
C 4.768 0.229 -0.050
H 2.592 3.487 1.052
H 2.963 2.900 -0.585
H 4.170 2.765 0.702
H 5.091 -0.706 -0.526
H 5.531 0.509 0.690
H 4.771 1.009 -0.816
H -0.308 1.771 1.876
H 3.154 -2.894 1.282
C 3.254 -3.687 3.972
H 2.147 -3.718 3.829
H 3.700 -2.748 3.547
H 3.471 -3.726 5.063
O 1.140 -0.181 3.865
H 1.496 0.440 3.165
H 0.216 -0.365 3.571
O 0.275 -0.471 -0.409
P -0.592 0.599 -1.030
C 0.108 2.288 -1.476
C -0.137 3.502 -0.800
C 0.241 4.757 -1.304
C 0.866 4.869 -2.547
C 1.121 3.693 -3.261
C 0.769 2.443 -2.730
C -0.941 0.012 -2.649
C -1.844 0.761 -3.420
C -2.146 0.376 -4.724
C -1.531 -0.755 -5.278
C -0.620 -1.487 -4.510
C -0.318 -1.108 -3.191
C -2.343 0.735 -0.384
C -2.816 1.773 0.446
C -4.175 1.951 0.744
C -5.136 1.067 0.248
C -4.710 0.013 -0.569
C -3.345 -0.150 -0.873
H -0.653 3.520 0.151
H 0.021 5.660 -0.721
H 1.130 5.850 -2.945
H 1.588 3.773 -4.249
H 0.967 1.569 -3.358
H -2.327 1.648 -3.011
H -2.863 0.958 -5.311
H -1.766 -1.053 -6.303
H -0.132 -2.365 -4.943
H 0.396 -1.693 -2.611
H -2.130 2.518 0.840
H -4.480 2.784 1.390
H -6.191 1.202 0.497
H -5.457 -0.682 -0.973
H -3.068 -0.985 -1.525

---

73
Properties=species:S:1:pos:R:3 method="wB97M-V/def2-TZVPD" multiplicity=3 de_lowest_kcal_mol=109.79 orbital_gap_ev="6.8 / 3.2" s_squared=2.016
Ni 0.208 0.410 -1.781
C -1.760 4.177 2.005
C -0.688 3.703 1.433
C -0.049 2.303 1.606
C -0.823 1.067 1.036
C -2.260 0.911 1.472
C -2.819 1.453 2.593
C -2.173 2.348 3.579
C -2.342 3.870 3.327
C -1.744 1.653 -2.258
H -2.318 5.112 1.503
H -0.143 4.322 0.722
H 0.412 2.015 2.601
H 0.864 2.349 0.955
H -0.744 1.097 -0.079
H -0.294 0.165 1.288
H -2.844 0.340 0.705
H -3.876 1.297 2.712
H -1.116 2.106 3.718
H -2.687 2.057 4.514
H -3.412 4.048 3.379
H -1.935 4.398 4.192
H -1.757 1.922 -1.137
H -2.627 1.083 -2.598
H -1.920 2.637 -2.789
P -0.817 -1.663 -1.407
P 2.200 -0.052 -0.923
N -1.770 -2.884 -0.377
N -1.031 -2.719 -2.892
N 2.857 -0.653 0.804
N 3.885 0.276 -1.322
C 0.764 -2.324 -0.847
C 1.913 -1.650 -1.590
C -3.077 -2.660 0.039
C -3.550 -3.788 0.715
C -2.494 -4.745 0.714
C -1.416 -4.165 0.051
C -1.486 -2.214 -4.106
C -1.362 -3.190 -5.090
C -0.870 -4.386 -4.449
C -0.649 -4.051 -3.103
C 2.763 0.225 1.887
C 2.993 -0.507 3.068
C 3.408 -1.802 2.676
C 3.248 -1.886 1.301
C 5.038 -0.415 -0.918
C 6.067 -0.215 -1.832
C 5.545 0.675 -2.840
C 4.223 0.953 -2.500
H 0.826 -3.403 -0.936
H 0.788 -2.083 0.207
H 2.780 -2.296 -1.591
H 1.637 -1.480 -2.630
H -3.551 -1.721 -0.184
H -4.534 -3.906 1.124
H -2.523 -5.754 1.110
H -0.435 -4.587 -0.109
H -1.873 -1.214 -4.150
H -1.576 -3.075 -6.140
H -0.721 -5.356 -4.920
H -0.250 -4.671 -2.314
H 2.601 1.302 1.729
H 2.820 -0.115 4.069
H 3.785 -2.549 3.352
H 3.443 -2.744 0.672
H 5.057 -0.955 0.003
H 7.049 -0.664 -1.797
H 6.097 1.043 -3.704
H 3.480 1.587 -2.979
O -3.854 6.390 2.351
N -3.106 7.422 2.322
O -3.617 8.532 2.615
O -1.860 7.297 2.144

---

68
Properties=species:S:1:pos:R:3 method="wB97M-V/def2-TZVPD" de_lowest_kcal_mol=29.49 orbital_gap_ev=8.4
C 4.785 2.152 -2.667
C 4.088 0.852 -2.286
C 2.598 0.889 -2.616
C 1.926 -0.446 -2.293
N 0.506 -0.447 -2.597
C 0.176 -0.727 -3.971
C -0.351 -0.167 -1.593
O 0.084 0.093 -0.470
C -1.817 -0.211 -1.804
N -2.447 -0.485 -2.978
C -3.739 -0.462 -2.727
C -4.834 -0.682 -3.578
C -6.094 -0.614 -3.058
C -6.288 -0.335 -1.685
C -5.224 -0.121 -0.867
N -3.973 -0.172 -1.386
C -2.757 -0.004 -0.798
C -2.629 0.358 0.637
N -3.207 -0.667 1.517
C -2.966 -0.367 2.918
C -1.499 -0.527 3.330
N -1.016 -1.860 3.001
C 0.379 -2.030 3.393
C 1.310 -1.037 2.761
C 2.121 -0.225 3.432
C 2.975 0.793 2.830
C 2.690 1.355 1.584
C 3.506 2.337 1.058
C 4.625 2.770 1.750
C 4.917 2.222 2.988
C 4.093 1.252 3.526
C -1.242 -2.187 1.600
C -2.722 -2.013 1.257
H 4.339 2.994 -2.144
H 4.701 2.333 -3.737
H 5.840 2.109 -2.407
H 4.555 0.022 -2.823
H 4.216 0.671 -1.217
H 2.111 1.675 -2.036
H 2.468 1.122 -3.675
H 2.043 -0.653 -1.226
H 2.397 -1.251 -2.864
H 0.645 0.012 -4.624
H -0.901 -0.699 -4.105
H 0.553 -1.717 -4.243
H -4.644 -0.901 -4.615
H -6.954 -0.779 -3.687
H -7.287 -0.298 -1.283
H -5.301 0.068 0.192
H -1.570 0.556 0.832
H -3.193 1.282 0.827
H -3.297 0.653 3.126
H -3.580 -1.059 3.502
H -1.414 -0.398 4.413
H -0.891 0.259 2.852
H 0.671 -3.048 3.111
H 0.428 -1.949 4.484
H 1.260 -0.974 1.684
H 2.195 -0.317 4.511
H 1.817 1.037 1.034
H 3.263 2.778 0.102
H 5.262 3.537 1.332
H 5.784 2.558 3.538
H 4.320 0.832 4.497
H -0.954 -3.231 1.448
H -0.651 -1.562 0.917
H -2.887 -2.262 0.206
H -3.322 -2.689 1.872

---

75
Properties=species:S:1:pos:R:3 method="wB97M-V/def2-TZVPD" de_lowest_kcal_mol=2.60 orbital_gap_ev=6.7
Ag -0.199 -1.416 -0.111
C 3.106 -0.550 -2.199
P 1.656 0.039 -1.252
C 0.699 0.839 -2.626
N 1.366 1.606 -3.453
C 0.702 2.189 -4.481
C 1.395 3.041 -5.371
C 0.723 3.624 -6.405
C -0.657 3.380 -6.601
C -1.345 2.555 -5.759
C -0.673 1.945 -4.676
N -1.348 1.120 -3.841
C -0.705 0.588 -2.831
P -1.689 -0.554 -1.756
C -2.465 -1.604 -3.030
C -3.078 0.473 -1.058
C -4.076 0.969 -2.103
C -3.787 -0.437 -0.046
C -2.454 1.652 -0.311
C 2.310 1.458 -0.232
C 3.270 2.393 -0.963
C 1.102 2.236 0.293
C 3.022 0.793 0.954
H 3.506 0.221 -2.855
H 2.811 -1.414 -2.794
H 3.873 -0.876 -1.496
H 2.450 3.209 -5.200
H 1.245 4.281 -7.088
H -1.165 3.854 -7.430
H -2.400 2.347 -5.886
H -3.230 -2.220 -2.557
H -1.709 -2.268 -3.449
H -2.906 -1.008 -3.828
H -4.581 0.142 -2.604
H -3.596 1.588 -2.860
H -4.842 1.566 -1.601
H -4.206 -1.328 -0.520
H -4.615 0.115 0.406
H -3.111 -0.755 0.750
H -1.933 2.332 -0.989
H -1.760 1.308 0.458
H -3.245 2.217 0.187
H 2.800 2.864 -1.824
H 4.164 1.870 -1.304
H 3.591 3.178 -0.272
H 0.548 2.717 -0.517
H 1.446 3.020 0.972
H 0.430 1.585 0.855
H 3.892 0.216 0.632
H 2.348 0.127 1.497
H 3.377 1.569 1.638
N 0.740 -1.292 8.680
C 0.472 -1.321 7.314
C 0.991 -0.335 6.469
C 0.684 -0.336 5.122
C -0.144 -1.317 4.596
C -0.674 -2.294 5.426
C -0.368 -2.297 6.774
S -0.463 -1.339 2.857
O -1.586 -2.225 2.632
O -0.623 0.039 2.436
N 0.860 -1.860 2.151
C 0.951 -3.184 1.851
S 1.378 -4.438 2.970
C 1.211 -5.609 1.713
C 0.873 -4.988 0.559
N 0.737 -3.623 0.632
H 1.590 -0.818 8.938
H 0.637 -2.175 9.154
H 1.632 0.438 6.877
H 1.085 0.430 4.472
H -1.330 -3.046 5.006
H -0.788 -3.059 7.421
H 1.368 -6.662 1.873
H 0.713 -5.487 -0.385

---

76
Properties=species:S:1:pos:R:3 method="wB97M-V/def2-TZVPD" de_lowest_kcal_mol=0.00 orbital_gap_ev=6.3 total_charge=+2
Bi 1.903 -0.110 0.154
C 1.656 -5.345 2.642
C 1.305 -3.982 3.089
N 0.795 -3.643 4.231
N 0.711 -2.283 4.197
C 1.156 -1.776 3.061
S 1.167 -0.100 2.646
N 1.500 -2.838 2.320
N 2.250 -2.694 1.144
H 1.305 -6.057 3.385
H 2.742 -5.415 2.563
H 1.199 -5.586 1.681
H 0.390 -1.782 5.013
H 3.227 -2.817 1.514
H 2.071 -3.512 0.564
C -5.425 -0.414 -0.131
C -4.566 -1.579 -0.643
C -4.983 -2.860 0.081
C -4.784 -1.758 -2.156
C -3.094 -1.269 -0.436
C -2.198 -2.174 0.131
C -0.869 -1.835 0.253
N -0.378 -0.662 -0.166
C -1.217 0.228 -0.726
C -2.562 -0.049 -0.860
C -0.597 1.489 -1.210
C -1.294 2.438 -1.927
C -0.655 3.568 -2.446
C 0.717 3.661 -2.222
C 1.356 2.686 -1.489
N 0.721 1.630 -0.964
C -1.437 4.587 -3.255
C -2.671 5.037 -2.458
C -1.881 3.899 -4.559
C -0.590 5.813 -3.595
H -6.477 -0.661 -0.266
H -5.243 0.513 -0.676
H -5.258 -0.230 0.932
H -6.059 -2.992 -0.018
H -4.756 -2.819 1.149
H -4.510 -3.746 -0.348
H -5.828 -2.008 -2.342
H -4.167 -2.565 -2.555
H -4.556 -0.844 -2.708
H -2.524 -3.140 0.486
H -0.165 -2.524 0.699
H -3.218 0.687 -1.299
H -2.348 2.299 -2.112
H 1.297 4.485 -2.610
H 2.424 2.747 -1.328
H -3.348 4.213 -2.230
H -3.233 5.759 -3.051
H -2.387 5.521 -1.523
H -2.555 3.062 -4.368
H -1.025 3.533 -5.127
H -2.414 4.620 -5.179
H -0.209 6.308 -2.699
H -1.208 6.535 -4.127
H 0.248 5.566 -4.248
N 3.223 1.800 1.076
C 4.204 0.888 1.628
C 4.846 0.062 0.708
C 5.496 -1.076 1.164
C 5.461 -1.375 2.516
C 4.971 -0.452 3.434
C 4.330 0.694 2.991
S 5.544 -3.104 2.986
O 4.075 -3.351 2.890
O 6.269 -3.760 1.931
O 6.039 -3.167 4.327
H 3.641 2.425 0.391
H 2.759 2.385 1.766
H 4.831 0.296 -0.355
H 5.967 -1.774 0.483
H 5.027 -0.685 4.490
H 3.870 1.378 3.694

---

85
Properties=species:S:1:pos:R:3 method="wB97M-V/def2-TZVPD" de_lowest_kcal_mol=6.77 orbital_gap_ev=6.6 total_charge=-2
Tl -0.159 -1.859 -0.158
O -2.502 -1.469 3.650
S -1.832 -2.131 2.529
O -0.417 -1.647 2.402
O -2.501 -1.743 1.219
O -1.860 -3.597 2.643
Cl 7.859 1.320 2.180
C 6.669 0.546 1.182
C 5.848 -0.463 1.694
Cl 6.031 -0.931 3.356
C 4.897 -1.084 0.911
Cl 3.853 -2.298 1.556
C 4.713 -0.773 -0.487
O 3.881 -1.349 -1.207
C 5.562 0.296 -0.952
Cl 5.343 0.767 -2.604
C 6.501 0.915 -0.152
Cl 7.486 2.189 -0.805
O -0.546 0.664 -0.527
P -0.437 1.733 0.506
N -1.597 1.724 1.650
C -2.987 1.472 1.219
C -3.746 1.261 2.532
C -2.873 1.941 3.588
C -1.463 1.620 3.109
N -0.564 3.179 -0.295
C -0.705 4.463 0.371
C -1.022 5.414 -0.781
C -0.195 4.826 -1.926
C -0.361 3.317 -1.738
N 0.997 1.838 1.336
C 2.171 2.301 0.570
C 3.333 2.188 1.573
C 2.795 1.280 2.699
C 1.514 0.699 2.116
H -3.042 0.586 0.586
H -3.357 2.342 0.661
H -3.788 0.193 2.746
H -4.759 1.666 2.487
H -3.053 1.550 4.590
H -3.034 3.026 3.595
H -1.204 0.603 3.408
H -0.708 2.322 3.468
H 0.224 4.766 0.875
H -1.492 4.418 1.128
H -0.776 6.452 -0.554
H -2.087 5.358 -1.022
H 0.855 5.103 -1.800
H -0.516 5.160 -2.913
H 0.509 2.752 -2.079
H -1.231 2.944 -2.289
H 2.016 3.317 0.204
H 2.348 1.645 -0.293
H 3.616 3.169 1.959
H 4.211 1.757 1.092
H 2.553 1.874 3.583
H 3.497 0.501 2.996
H 0.797 0.328 2.842
H 1.756 -0.138 1.448
S -2.785 -2.554 -2.545
C -3.155 -3.898 -1.579
N -3.189 -3.861 -0.260
C -3.408 -5.021 0.589
C -4.231 -6.068 -0.141
C -3.582 -6.340 -1.488
N -3.448 -5.083 -2.195
H -2.919 -2.978 0.234
H -3.887 -4.675 1.503
H -2.446 -5.435 0.903
H -5.250 -5.705 -0.301
H -4.281 -6.984 0.450
H -4.191 -7.016 -2.093
H -2.606 -6.820 -1.332
H -3.267 -5.072 -3.183
Br -2.264 -0.186 -5.486
C -0.573 -0.621 -4.743
C 0.263 -1.513 -5.387
C 1.488 -1.786 -4.801
C 1.826 -1.148 -3.613
N 1.007 -0.293 -3.005
C -0.180 -0.045 -3.545
H -0.044 -1.985 -6.311
H 2.173 -2.491 -5.254
H 2.769 -1.329 -3.107
H -0.841 0.606 -2.986